A) Density functional theory data (ωB97M-V with the def2-TZVPD basis set) for an isolated molecule of C6H8N2.

Last columns: bonded neighbours and bond lengths (Å).
Element x y z (Å)
1 C 2.704 -0.009 -0.077  C3 1.418, N7 1.155
2 C 1.145 1.817 0.174  C3 1.329, H9 1.041, H10 1.077
3 C 1.393 0.522 0.011  C1 1.418, C2 1.329, C6 1.510
4 C -1.032 -0.067 0.802  C5 1.549, C6 1.650, H11 1.046, H12 1.101
5 C -0.980 -0.133 -0.745  C4 1.549, C6 1.497, H13 1.001, H14 1.009
6 C 0.297 -0.515 -0.066  C3 1.510, C4 1.650, C5 1.497, N8 1.439
7 N 3.723 -0.521 -0.264  C1 1.155
8 N 0.648 -1.892 0.162  C6 1.439, H15 0.978, H16 1.004
9 H 0.196 2.245 0.143  C2 1.041
10 H 2.039 2.378 0.388  C2 1.077
11 H -1.042 0.869 1.268  C4 1.046
12 H -1.476 -0.977 1.234  C4 1.101
13 H -1.496 -0.986 -0.833  C5 1.001
14 H -1.117 0.529 -1.495  C5 1.009
15 H 1.185 -2.137 -0.618  N8 0.978
16 H 1.126 -2.084 1.023  N8 1.004

Results
HOMO, eV: -9.3
Multiplicity: 1
Molar mass, g/mol: 108.14

***

B) Density functional theory data (ωB97M-V with the def2-TZVPD basis set) for an isolated molecule of C6H8N2.

Last columns: bonded neighbours and bond lengths (Å).
Element x y z (Å)
1 C -3.661 1.013 0.002  C2 1.268, H7 1.019
2 C -2.717 0.166 0.013  C1 1.268, C3 1.402
3 C -1.735 -0.820 -0.151  C2 1.402, H8 1.268, H9 1.143, N15 1.730
4 C 0.429 -0.472 -0.257  H10 1.151, N15 1.272, N16 1.546
5 C 2.581 0.482 0.812  C6 1.454, H11 1.070, H12 0.999, N16 1.564
6 C 2.662 0.606 -0.634  C5 1.454, H13 1.329, H14 1.149, N16 1.367
7 H -4.458 1.629 -0.145  C1 1.019
8 H -2.101 -2.014 0.068  C3 1.268
9 H -1.519 -0.850 -1.273  C3 1.143
10 H 0.211 -0.676 -1.369  C4 1.151
11 H 1.960 1.193 1.316  C5 1.070
12 H 3.241 0.062 1.432  C5 0.999
13 H 3.634 0.780 -1.524  C6 1.329
14 H 1.974 1.444 -1.014  C6 1.149
15 N -0.302 -0.552 0.781  C3 1.730, C4 1.272
16 N 1.974 -0.507 -0.237  C4 1.546, C5 1.564, C6 1.367

Results
HOMO, eV: -9.5
Multiplicity: 1
Molar mass, g/mol: 108.14

***

C) Density functional theory data (ωB97M-V with the def2-TZVPD basis set) for an isolated molecule of C6H8N2.

Last columns: bonded neighbours and bond lengths (Å).
Element x y z (Å)
1 C 0.378 0.098 0.007  C2 1.488, C3 1.502, N4 1.535, C5 1.483
2 C 1.078 0.293 1.305  C1 1.488, N4 1.448, H10 1.084, H11 1.086
3 C 1.010 0.507 -1.293  C1 1.502, H12 1.089, H13 1.091, H14 1.089
4 N 0.921 -1.070 0.843  C1 1.535, C2 1.448, H9 1.016
5 C -1.094 -0.059 0.087  C1 1.483, C6 1.332, C7 1.446
6 C -1.985 0.231 -0.860  C5 1.332, H15 1.077, H16 1.079
7 C -1.424 -0.942 1.184  C5 1.446, N8 1.158
8 N -1.973 -1.417 2.086  C7 1.158
9 H 1.764 -1.522 0.501  N4 1.016
10 H 0.506 0.526 2.196  C2 1.084
11 H 2.062 0.752 1.269  C2 1.086
12 H 2.096 0.480 -1.209  C3 1.089
13 H 0.701 1.522 -1.549  C3 1.091
14 H 0.699 -0.154 -2.101  C3 1.089
15 H -1.708 0.736 -1.770  C6 1.077
16 H -3.030 0.018 -0.697  C6 1.079

Results
HOMO, eV: -9.6
Multiplicity: 1
Molar mass, g/mol: 108.14

***

D) Density functional theory data (ωB97M-V with the def2-TZVPD basis set) for an isolated molecule of C6H8N2.

Last columns: bonded neighbours and bond lengths (Å).
Element x y z (Å)
1 C 1.977 0.305 -0.229  H8 1.299, N15 1.380, N16 1.478
2 C -0.414 0.170 1.187  C3 1.456, C6 1.590, H9 1.055, N16 1.577
3 C -1.046 -1.011 0.615  C2 1.456, C4 1.377, H10 1.062, H11 1.115
4 C -1.301 -0.708 -0.703  C3 1.377, C5 1.404, H12 1.086
5 C -1.005 0.617 -1.064  C4 1.404, C6 1.465, H13 1.020
6 C -0.474 1.330 0.101  C2 1.590, C5 1.465, H14 1.095, N16 1.453
7 H 2.884 -1.203 -0.745  N15 1.175
8 H 2.891 1.101 -0.695  C1 1.299
9 H -0.366 0.621 2.139  C2 1.055
10 H -1.941 -1.183 1.158  C3 1.062
11 H -0.311 -1.836 0.771  C3 1.115
12 H -1.649 -1.566 -1.271  C4 1.086
13 H -1.202 1.187 -1.887  C5 1.020
14 H -0.769 2.376 0.231  C6 1.095
15 N 1.889 -1.068 -0.133  C1 1.380, H7 1.175
16 N 0.837 0.867 0.526  C1 1.478, C2 1.577, C6 1.453

Results
HOMO, eV: -8.6
Multiplicity: 1
Molar mass, g/mol: 108.14

***

Bottom line: C), by a margin of 0.641 eV.

***

A) Density functional theory data (ωB97M-V with the def2-TZVPD basis set) for a cluster of 3 separate species, C6H8N2 in total.

Last columns: bonded neighbours and bond lengths (Å).
Element x y z (Å)
1 C -3.001 0.201 0.115  H7 1.282, H8 1.109, H9 1.105, N15 1.526
2 C -0.957 -0.612 -0.266  C3 1.480, N15 1.315, N16 1.423
3 C 0.410 -1.178 -0.301  C2 1.480, C4 1.336, H10 1.184
4 C 1.369 -0.248 -0.272  C3 1.336, C5 1.759, C6 1.454
5 C 3.081 -0.129 0.114  C4 1.759, H12 1.253
6 C 0.549 0.953 -0.271  C4 1.454, H14 1.201, N16 1.232
7 H -4.197 0.140 0.572  C1 1.282
8 H -2.730 1.063 0.759  C1 1.109
9 H -3.137 0.727 -0.847  C1 1.105
10 H 0.561 -2.351 -0.251  C3 1.184
11 H 3.272 -1.195 1.318  no bonds
12 H 3.723 -0.419 -0.922  C5 1.253
13 H 3.157 1.212 0.736  no bonds
14 H 0.738 2.126 -0.092  C6 1.201
15 N -2.170 -1.070 -0.042  C1 1.526, C2 1.315
16 N -0.668 0.778 -0.349  C2 1.423, C6 1.232

Results
HOMO, eV: -9.6
Multiplicity: 1
Molar mass, g/mol: 108.14

***

B) Density functional theory data (ωB97M-V with the def2-TZVPD basis set) for an isolated molecule of C6H8N2.

Last columns: bonded neighbours and bond lengths (Å).
Element x y z (Å)
1 C -2.537 -0.847 0.095  C2 1.590, H7 1.135, H8 1.070, H9 1.080
2 C -1.864 0.573 -0.146  C1 1.590, C3 1.351, H10 1.103
3 C -0.603 1.050 -0.054  C2 1.351, H11 1.053, N15 1.430
4 C 1.924 1.000 0.083  C5 1.374, H12 1.092, N15 1.399
5 C 2.865 0.001 0.043  C4 1.374, C6 1.411, H13 1.046
6 C 2.040 -1.142 -0.008  C5 1.411, H14 1.098, N16 1.265
7 H -3.194 -0.699 1.008  C1 1.135
8 H -3.195 -1.009 -0.732  C1 1.070
9 H -1.896 -1.715 0.043  C1 1.080
10 H -2.649 1.342 -0.050  C2 1.103
11 H -0.616 2.100 0.021  C3 1.053
12 H 2.068 2.083 0.067  C4 1.092
13 H 3.883 -0.011 -0.202  C5 1.046
14 H 2.314 -2.200 -0.116  C6 1.098
15 N 0.665 0.393 0.011  C3 1.430, C4 1.399, N16 1.321
16 N 0.796 -0.920 -0.062  C6 1.265, N15 1.321

Results
HOMO, eV: -8.6
Multiplicity: 1
Molar mass, g/mol: 108.14

***

Bottom line: B), by a margin of 6.356 eV.